Record 1
# C18H21BrN4O3S

The molecule C18H21BrN4O3S (the ωB97M-V functional and the def2-TZVPD basis, the Open Molecules 2025 dataset).

Computed properties:
SMILES: CN(CC(=O)N1CCN(c2ccccn2)CC1)S(=O)(=O)c1ccc(Br)cc1
LUMO: 0.0078 Ha

```
48
Properties=species:S:1:pos:R:3:nbo_charge:R:1
C -1.47 -1.65 3.29 -0.223
C 1.27 2.37 -3.66 -0.229
H 1.79 -2.05 1.37 0.228
H 2.32 1.13 -2.26 0.243
C 2.34 0.51 1.65 -0.316
O -0.75 0.43 0.52 -0.949
H 2.15 3.21 1.33 0.213
O 1.08 -0.78 -0.59 -0.951
H -0.06 -3.69 1.09 0.251
H 0.57 2.61 1.87 0.229
C -1.63 -6.66 4.22 -0.322
C -0.17 -1.21 3.97 -0.243
C -1.04 2.83 -3.10 -0.244
H -0.30 -0.26 4.49 0.254
H 3.17 1.09 2.06 0.235
C -0.23 -2.73 1.58 -0.232
N 0.86 -1.02 2.95 -0.426
C -0.82 -6.35 3.15 0.070
H -1.98 3.31 -3.34 0.237
H -0.60 -2.00 0.85 0.219
C 1.27 2.64 1.03 -0.434
H -1.75 -0.91 2.54 0.225
C -2.34 -5.62 4.80 -0.145
H -2.27 -1.74 4.02 0.208
H 2.72 -0.38 1.16 0.231
S 0.50 0.47 -0.20 2.294
H 0.17 -1.98 4.67 0.194
H -1.70 -7.67 4.59 0.217
H 0.80 3.12 0.17 0.207
H -3.00 -5.81 5.64 0.214
N -0.68 -5.13 2.66 -0.502
C 1.39 1.62 -2.51 -0.191
N 1.70 1.32 0.62 -0.654
C -0.91 2.08 -1.94 -0.186
C 0.31 1.48 -1.66 -0.258
N -1.24 -2.90 2.60 -0.416
C 0.05 2.97 -3.94 -0.062
H -0.23 -7.11 2.64 0.188
C -1.37 -4.12 3.21 0.392
H 2.10 2.49 -4.34 0.235
Br -0.13 4.01 -5.52 0.075
C -2.22 -4.35 4.30 -0.311
H -1.73 1.94 -1.26 0.249
C 1.09 -2.22 2.18 -0.234
C 1.36 0.22 2.79 0.662
H -2.78 -3.54 4.75 0.211
O 1.05 1.14 3.54 -0.653
H 1.49 -2.99 2.85 0.199
```


Record 2
# C3H7N2O

The ion C3H7N2O with charge +1 (the ωB97M-V functional and the def2-TZVPD basis, the Open Molecules 2025 dataset).

Computed properties:
SMILES: C=[N+](O)/C=N\C
LUMO: -0.1674 Ha
Charge: +1
ΔE to the lowest compared entry with this formula, charge and spin: 547.1 kJ/mol

```
13
Properties=species:S:1:pos:R:3:nbo_charge:R:1
N 0.84 -0.98 0.19 -0.335
C 0.41 -2.28 0.18 -0.458
H -0.71 -2.31 0.22 0.207
H 0.23 3.29 -0.09 0.239
C -0.57 2.49 -0.17 -0.001
N -0.37 1.27 -0.34 -0.063
O -1.46 0.52 -0.39 -0.506
H 1.97 0.74 0.04 0.240
C 1.06 0.16 -0.13 0.367
H 0.87 -2.92 -0.66 0.284
H 0.66 -2.75 1.16 0.265
H -1.56 3.13 -0.11 0.261
H -1.38 -0.34 0.11 0.501
```


Record 3
# C16H26N4O

The molecule C16H26N4O (the ωB97M-V functional and the def2-TZVPD basis, the Open Molecules 2025 dataset).

Computed properties:
SMILES: CCN(CC)CCCNc1nc(C)cc(COC)c1C#N
LUMO: 0.0192 Ha
ΔE to the lowest compared entry with this formula, charge and spin: 137.5 kJ/mol

```
47
Properties=species:S:1:pos:R:3:nbo_charge:R:1
H -0.82 -2.55 1.13 0.404
H -1.20 3.62 2.30 0.224
H 1.46 -3.26 0.41 0.196
C 0.98 -1.72 1.84 -0.230
C -2.98 -1.90 0.38 0.283
C -0.56 3.01 1.67 -0.651
H 1.10 -1.02 -0.73 0.200
C -2.43 -0.65 0.67 -0.303
H 2.86 -2.54 1.22 0.206
H 1.35 1.17 0.25 0.212
H 2.98 1.85 0.10 0.189
C 2.02 1.42 -1.78 -0.632
H -0.33 3.57 0.77 0.228
H 4.93 0.73 -1.85 0.200
H 4.53 -1.32 0.38 0.186
H -6.35 0.45 -2.02 0.163
C 4.94 -0.28 -1.46 -0.633
H -6.23 -1.18 -1.30 0.172
C -2.55 1.74 0.81 -0.325
H 1.56 2.40 -1.85 0.207
C 2.30 1.10 -0.30 -0.215
H 1.34 0.69 -2.21 0.202
H 2.55 -1.89 -1.24 0.181
H 4.74 0.42 0.57 0.190
H 1.04 -2.31 2.76 0.193
H -3.08 2.67 0.67 0.218
H 2.93 1.42 -2.37 0.201
N -3.40 -2.96 0.18 -0.333
H 4.42 -0.93 -2.16 0.203
C -3.15 0.53 0.48 0.108
C -4.54 0.46 -0.09 -0.093
H 1.29 -0.69 2.05 0.246
N -0.39 -1.68 1.40 -0.575
N 2.86 -0.20 0.01 -0.476
H -5.52 -0.86 -2.91 0.200
N -0.56 0.62 1.50 -0.519
C 1.89 -2.32 0.77 -0.403
C 4.29 -0.35 -0.07 -0.198
C 2.08 -1.35 -0.40 -0.217
H -4.99 1.46 -0.14 0.178
C -5.71 -0.44 -1.92 -0.245
H 5.97 -0.61 -1.40 0.210
H 0.37 2.79 2.20 0.235
H -5.17 -0.17 0.56 0.186
O -4.46 -0.11 -1.38 -0.532
C -1.11 -0.56 1.19 0.468
C -1.25 1.73 1.32 0.290
```


Record 4
# C4H6O2S

A structure of composition C4H6O2S (the ωB97M-V functional and the def2-TZVPD basis, the Open Molecules 2025 dataset).

Computed properties:
LUMO: -0.0156 Ha
ΔE to the lowest compared entry with this formula, charge and spin: 409.0 kJ/mol

```
13
Properties=species:S:1:pos:R:3:nbo_charge:R:1
C -0.79 -1.44 -0.40 0.387
H 2.67 -0.93 1.34 0.251
H -2.58 1.11 -0.42 0.143
H 0.48 -0.74 1.62 0.273
O -1.48 -1.27 0.74 -0.548
S 1.47 0.17 -0.64 0.174
O -0.95 1.77 0.55 -0.526
C -1.36 0.90 -0.16 0.425
C -0.44 -0.05 -0.91 -0.507
C 1.70 -0.23 1.23 -0.801
H 1.72 0.96 1.72 0.264
H -0.45 0.18 -2.03 0.271
H -0.55 -2.42 -0.83 0.192
```